# 1
Entry from the Open Molecules 2025 dataset: a molecular structure, C22H25ClGaN2O5SSb (ωB97M-V/def2-TZVPD).

Frontier orbital gap, eV: 8.3865
HOMO level, Ha: -0.546
LUMO level, eV: -6.459

Structure (ORCA input):
```
! RIJCOSX wB97M-V def2-TZVPD def2/J DEFGRID3
* xyz 2 1
C -0.8056 4.7994 -2.2639
H 1.2590 -0.0013 -1.2326
H -0.3891 7.8208 -1.1159
O -1.2436 -6.1364 -1.9408
C -3.3476 1.1617 -1.6427
H -2.4022 -0.5736 4.7715
H -2.9979 -0.0945 3.1661
H 2.9450 1.7592 -1.0261
C 1.6668 -3.8955 -1.4089
O -2.6916 -3.9759 -1.2184
C -0.4212 -3.3400 -0.9905
H -1.6323 2.9153 -2.8295
C 2.6487 -1.6094 -0.8411
H -2.6612 1.1013 -2.4830
H 4.2781 -2.9594 -0.4278
C 0.1993 6.9858 -1.4983
C 3.9741 -1.9388 -0.5823
C -0.8758 5.3583 0.0730
N 1.6279 -2.6119 -0.9655
H 1.6006 -0.1887 3.6157
H -1.5726 -3.4803 4.3767
Sb -0.6875 -1.4358 2.9002
S -2.5123 1.7681 -0.1843
Cl 3.0426 -4.6813 -1.9609
O -1.2616 0.7846 -0.0782
H -2.3292 -3.5593 2.7664
C 2.2780 -0.2713 -0.9869
H 0.3852 7.1404 -2.5581
Ga -0.7970 -0.9457 0.2920
H -0.6606 -4.1438 2.9998
H -4.1703 1.8451 -1.8548
C -0.5041 5.6928 -1.2336
H 5.3107 1.1754 -0.6058
H -3.7395 0.1745 -1.4015
C 1.1741 -1.1481 3.8971
C 0.3560 -4.4004 -1.4266
C -1.3968 -3.4039 3.3053
C -2.1217 -0.1532 3.8081
H 1.1552 7.0046 -0.9719
H 1.8594 -1.9523 3.6403
C -1.7717 3.2748 -0.7016
H -1.6927 0.8362 3.9498
C -1.4282 3.5919 -2.0107
H 0.9763 -1.1648 4.9675
C 4.5610 0.3984 -0.6606
C -1.8996 -3.1484 -0.8506
O -2.2177 -1.9844 -0.3194
C 3.2339 0.7253 -0.8942
H -0.5564 5.0589 -3.2846
H -1.8638 -5.3855 -1.8623
O 0.8781 -6.6754 -1.5947
H 5.9536 -1.1851 -0.3045
C 0.0117 -5.8553 -1.6749
N 0.3523 -2.2804 -0.7145
C 4.9213 -0.9298 -0.5000
H -0.6735 6.0541 0.8772
H -1.8149 3.9183 1.3531
C -1.5089 4.1645 0.3428
*
```



# 2
Entry from the Open Molecules 2025 dataset: 3 unconnected molecules or ions with the total composition C23H59N7O4P4 in a non-equilibrium geometry (ωB97M-V/def2-TZVPD).

Frontier orbital gap, eV: 7.9010
HOMO level, Ha: -0.287
SMILES: C#CP(OCCNC[C@H](C)O)#P(CC)CC.CN(C)P(=O)(N(C)C)N(C)C.CN(C)P(=O)(N(C)C)N(C)C
LUMO level, eV: 0.095

Structure (ORCA input):
```
! RIJCOSX wB97M-V def2-TZVPD def2/J DEFGRID3
* xyz 0 1
C 9.8753 -5.8955 0.4178
H 4.1784 0.8520 -1.8241
H -4.5247 2.6693 2.2856
C 1.0837 0.0975 -1.4752
H -0.0011 0.0039 -1.4786
H -6.6607 6.9260 0.0941
O 7.6236 -2.2925 1.3048
H -1.1414 0.7608 0.2174
H -3.7801 4.0467 1.4149
H -3.3742 1.9413 -0.2374
C -10.1590 3.2282 -1.7649
C -3.0160 1.3362 0.6055
O -0.2237 -2.4891 1.2849
N 8.9450 -5.2680 1.3398
N -2.0594 0.3280 0.1599
H 1.1402 -0.8667 -3.3761
H -9.1278 0.8924 -0.0399
N 9.2439 -3.3412 -0.2574
N -7.7713 2.2299 -0.9347
H -11.0569 3.7673 -2.0818
H 5.5935 -5.8860 -0.3711
H -7.4748 0.7881 0.5976
H -10.8882 2.8132 0.8243
H 5.1837 -3.0002 0.4936
H -6.2781 5.1023 -2.2051
C 8.7786 -3.0392 -1.5963
H 4.3239 -1.4361 -1.1576
H -8.0239 5.0191 -2.5490
O -1.4503 3.1559 1.0539
C 0.6036 0.8500 2.8208
H 10.0939 -1.5744 0.5602
P 8.1815 -3.6745 1.0617
H 2.5919 0.0406 -3.0764
H 9.5778 -3.2565 -2.3116
H -10.3909 4.4341 1.3363
C 4.0612 0.6446 -0.7607
H 9.5111 -5.8872 -0.6054
H -11.6326 4.2531 0.1002
H 3.3269 1.3391 -0.3531
C 5.4916 -3.8229 1.1484
H 7.9423 -3.6698 -1.8889
H 9.9824 -6.9454 0.7073
P 1.9412 -1.3086 -0.6399
H 7.2659 -5.8445 -0.8393
H -1.8849 3.7818 0.4667
H 8.4747 -1.9906 -1.7180
H 6.1636 -4.5477 -1.3664
C -2.4510 2.3284 1.6260
H -6.9087 5.7940 1.4068
H -7.3172 6.5139 -2.0170
H -2.0773 1.8184 2.5147
H 4.0220 -1.0248 0.5657
H 11.0183 -2.3216 -0.7538
H 1.3147 1.0788 -1.0524
C -3.6038 3.2278 2.1156
H -3.3498 3.6758 3.0792
C -8.0662 0.9500 -0.3120
H -5.7312 1.7961 -1.3835
H -5.5768 5.5315 0.2740
N -7.5195 5.0998 -0.4904
C -6.6178 5.8683 0.3632
C -7.2722 5.4306 -1.8757
C 9.4696 -5.3995 2.7100
C -1.2291 -2.0114 0.3819
N 6.7148 -4.4656 0.6757
H -6.9177 1.4334 -2.6601
C 10.3918 -2.5308 0.1136
H 10.3756 -4.7996 2.8582
C -6.6600 2.1354 -1.8615
H 1.0460 0.8919 -3.5201
C 1.5098 0.0775 -2.9661
C 3.7411 -0.8282 -0.4696
H -1.8178 -0.7244 2.0158
H -3.8851 0.8668 1.0712
H -3.1404 -1.2229 0.9880
H -0.8533 -1.7593 -0.6091
C -10.6968 3.8342 0.4736
O -6.9019 3.3581 1.1007
H -9.4542 3.2791 -2.5896
P 1.1927 -1.6719 1.3862
H -10.4326 2.1765 -1.6146
P -8.0222 3.5776 0.1126
H 11.0172 -3.0638 0.8411
H -6.4596 3.0827 -2.3560
H 5.6224 -3.4283 2.1519
C 6.4357 -5.2079 -0.5329
H 5.0136 0.9250 -0.3031
C -2.1029 -0.8830 0.9656
H 8.7210 -5.0620 3.4335
H 9.7017 -6.4402 2.9420
H 10.8732 -5.4393 0.4284
N -9.6513 3.8688 -0.5640
H 4.6697 -4.5402 1.2033
C 0.8860 -0.0174 2.0339
H 0.4975 1.6818 3.4787
H -7.8672 0.1272 -0.9988
H -1.9102 -2.8526 0.2326
*
```



# 3
Entry from the Open Molecules 2025 dataset: 2 unconnected molecules or ions with the total composition C3H10N2O3 in a non-equilibrium geometry (ωB97M-V/def2-TZVPD).

Frontier orbital gap, eV: 10.2685
HOMO level, Ha: -0.357
Energy relative to the best compared isomer or geometry (same formula, charge and spin), kcal/mol: 40.23
SMILES: NCC(=O)NCO.O
LUMO level, eV: 0.558

Structure (ORCA input):
```
! RIJCOSX wB97M-V def2-TZVPD def2/J DEFGRID3
* xyz 0 1
O -0.8386 1.2824 0.5947
H -3.0537 -0.6236 0.9112
H 1.2486 0.0576 -1.4682
H 2.8308 -0.7877 1.7658
H -1.6387 0.9075 -1.9474
H -2.9038 0.2754 -0.2786
C 0.1183 0.1136 -1.1796
O 1.8254 -1.9423 0.3616
H 1.1996 0.6652 2.0723
H -0.5882 2.0602 -1.5091
C 2.1964 -0.6495 0.8003
H 2.8637 -0.1188 -0.0125
H 1.6897 -1.9285 -0.6388
N 1.1261 0.2884 1.1688
N -0.6718 1.1506 -1.9456
H -0.3462 -0.9145 -1.4021
O -3.3415 -0.5314 0.0680
C 0.0779 0.5133 0.3375
*
```



# 4
Entry from the Open Molecules 2025 dataset: a single C5H11N2O molecule in a non-equilibrium geometry (ωB97M-V/def2-TZVPD).

Frontier orbital gap (spin up / spin down), eV: 8.8401 / 6.5416
HOMO level (spin up / spin down), Ha: -0.293 / -0.293
Energy relative to the best compared isomer or geometry (same formula, charge and spin), kcal/mol: 29.07
LUMO level (spin up / spin down), eV: 0.866 / -1.431

Structure (ORCA input):
```
! RIJCOSX wB97M-V def2-TZVPD def2/J DEFGRID3
* xyz 0 2
H 0.9977 1.1728 -1.5539
H -1.5316 0.1953 -1.0768
C -1.0050 -0.3200 -0.2559
C 0.9915 -1.6866 -0.7481
H 2.5771 -2.8226 -1.3558
H -1.4320 -1.3236 -0.3585
C 0.4618 -0.4690 -0.5689
O -1.4905 2.3349 2.4540
H 0.1823 1.7159 1.5066
H 2.8837 -1.2049 -1.2330
C -1.5013 0.3782 1.0262
H 0.3167 -2.5113 -0.9564
H -1.2806 2.3882 0.5279
H -2.5694 0.5210 0.8268
H 1.1741 1.3600 0.0189
N 2.3391 -1.9758 -0.8509
C -0.9148 1.7844 1.3865
H -1.4951 -0.2252 1.9350
N 1.2961 0.6884 -0.7234
*
```



# 5
Entry from the Open Molecules 2025 dataset: a single C4H7NO molecule (ωB97M-V/def2-TZVPD).

Frontier orbital gap, eV: 10.2971
HOMO level, Ha: -0.346
Energy relative to the best compared isomer or geometry (same formula, charge and spin), kcal/mol: 31.53
SMILES: CN1CCC1=O
LUMO level, eV: 0.892

Structure (ORCA input):
```
! RIJCOSX wB97M-V def2-TZVPD def2/J DEFGRID3
* xyz 0 1
O 0.4869 2.0633 -0.0731
H -2.1593 0.5677 -1.0968
C 0.4975 -1.2301 0.0620
C 0.5596 0.8582 0.0022
H 2.2825 -0.1965 -0.8594
H 0.4924 -1.8936 -0.8146
H 0.5009 -1.8630 0.9606
N -0.4512 -0.0458 0.0634
H 2.2859 -0.1481 0.9249
C -1.8141 0.5148 -0.0551
H -1.7245 1.5665 0.2654
C 1.6542 -0.1958 0.0348
H -2.5654 0.0425 0.5806
*
```



# 6
Entry from the Open Molecules 2025 dataset: a molecular structure, C24H45NO3P2Tc in a non-equilibrium geometry (ωB97M-V/def2-TZVPD).

Frontier orbital gap (spin up / spin down), eV: 5.5150 / 3.5903
HOMO level (spin up / spin down), Ha: -0.467 / -0.472
Energy relative to the best compared isomer or geometry (same formula, charge and spin), kcal/mol: 28.69
LUMO level (spin up / spin down), eV: -7.201 / -9.242

Structure (ORCA input):
```
! RIJCOSX wB97M-V def2-TZVPD def2/J DEFGRID3
* xyz 2 4
C 0.2792 0.4994 -4.8656
H 2.3824 -0.0380 3.3545
H 0.6382 1.9022 3.0006
H 3.0888 -0.7043 -2.8797
H -1.8083 -0.2335 -4.6436
H 2.2133 1.3229 -4.0862
H -0.0032 -3.5924 -0.0687
C 2.8035 -1.5809 -2.2563
C 3.8660 0.7542 -0.4835
H 0.5594 -1.8792 3.0269
H 0.9419 -0.0322 -5.5711
H -2.5992 1.1864 -3.4241
C -0.7723 -0.8524 -2.8916
H -0.9682 -1.8814 -2.5833
H -4.7600 -1.1807 2.3076
H 0.8627 -3.4705 -1.6157
H -3.8408 0.0779 1.4101
H 4.0186 -0.4850 2.8383
C -1.9621 1.4981 -2.5624
C 1.1566 1.1588 -3.8033
H -1.6648 5.0731 2.1159
H -0.1858 1.2844 -5.4734
H -1.9301 -2.8866 3.6506
C -0.7792 -0.5328 -4.3874
C 1.2791 -2.4942 2.4658
H -2.9949 -4.0127 2.7439
C 2.8009 -0.1856 -0.0421
H 1.6753 4.0791 2.4754
O 0.3217 0.3063 4.8081
H 4.7725 0.2030 -0.8202
H 1.6259 -4.3018 -0.2462
H 3.5333 1.4135 -1.3113
H -1.1288 2.2009 3.4545
C 2.5228 -0.5726 1.2780
C -3.7636 -0.7401 2.1466
C 1.7332 -1.7732 1.2508
C 0.5404 2.1138 -2.7681
H -1.2810 -3.8235 2.2765
C -0.9293 2.5963 -3.0070
C -3.1956 -2.6722 -0.0124
C -1.8241 4.3203 1.3614
C 0.8520 4.5734 1.8969
H -3.3982 -0.3138 3.0931
H 1.1317 3.0110 -2.4588
C -0.4252 1.9421 2.6268
H -2.6966 1.9732 -1.8738
H -1.1109 2.8564 -4.0907
P -0.3665 3.2978 1.3087
H 3.3359 1.0789 2.3577
H -2.5486 -3.5115 -0.2995
H 4.2055 1.3941 0.3514
C -2.1684 -3.2941 2.6568
C 3.0921 0.0231 2.5182
O -1.2093 -1.2324 5.2556
C 1.5589 -2.1749 -0.0705
H -1.8727 4.7787 0.3770
H 3.6973 -2.2083 -2.0938
H -3.1595 -1.9109 -0.8036
O -1.2606 -1.1754 1.1753
H 0.7814 -3.4329 2.2064
H 1.2914 5.0871 0.9894
H -1.1902 3.5487 -2.4702
C -1.2786 0.2666 -1.9130
C 0.9840 -3.4513 -0.5288
H -2.6971 3.7304 1.5282
H -4.2240 -3.0376 0.1066
N -0.1861 -0.8278 4.6893
H 2.0983 -2.1691 -2.8812
H -0.6513 0.9494 2.1564
C 2.1565 -1.1439 -0.9724
H 0.3167 5.3259 2.5377
P -2.5265 -1.9242 1.5069
H -1.9063 -0.0860 -1.0826
Tc 0.6771 0.1994 -2.2090
H -0.6159 -1.4850 -4.9267
H 2.0890 -2.7219 3.1737
*
```